15
Properties=species:S:1:pos:R:3:forces:R:3:mulliken_charge:R:1 method="wB97M-V/def2-TZVPD" de_lowest_kcal_mol=48.0 energy_ev=-20111.020 gap_ev=9.100 total_charge=0 lumo_energy_ev=0.80 fmax_ev_per_a=6.4 homo_ha=-0.305
C 3.046333 0.003426 1.195239 -2.644 0.533 -0.557 -0.397
C -3.022131 0.650795 -0.387664 -1.908 -2.303 -1.403 -0.901
N 1.730453 -0.273541 -0.653245 1.561 -1.600 -1.804 -0.188
N 1.903369 0.187849 0.578956 1.170 0.083 0.496 -0.385
O -1.050978 -0.781050 0.898567 -5.530 -3.250 0.451 -0.427
O -0.881608 -0.416459 -1.430249 1.112 0.570 -2.919 -0.654
S -1.916024 -0.870581 -0.552939 -0.958 1.015 3.158 0.613
H 3.870071 -0.604178 0.841569 0.084 0.024 -0.312 0.239
H -0.365806 -0.258599 0.660218 4.118 3.029 -0.875 0.357
H 3.052848 0.477940 2.159879 0.401 -0.143 0.267 0.249
H -3.116870 1.191544 -1.339845 -0.173 -0.905 -0.182 0.340
H -4.018903 0.438352 0.081394 0.861 -0.186 -0.689 0.306
H -2.596780 1.355772 0.189733 2.046 2.055 2.456 0.337
H 0.843133 -0.231081 -1.220289 1.300 0.135 1.600 0.319
H 2.522893 -0.870190 -1.021324 -1.441 0.942 0.314 0.193



11
Properties=species:S:1:pos:R:3:forces:R:3:mulliken_charge:R:1 method="wB97M-V/def2-TZVPD" de_lowest_kcal_mol=54.3 energy_ev=-43240.917 gap_ev=9.138 total_charge=0 lumo_energy_ev=-0.11 fmax_ev_per_a=4.5 homo_ha=-0.340
C -1.374151 0.177048 -0.448951 2.490 1.933 3.211 -0.181
C 1.575640 0.038739 0.085290 0.387 -0.978 -0.514 0.449
N 0.427064 -0.355446 0.665890 -3.060 0.740 -0.315 -0.586
O -2.321523 -0.235035 0.356638 -0.189 0.177 -0.155 -0.363
Cl 1.697474 1.768379 -0.510354 0.165 -0.139 0.252 -0.201
Cl 1.656582 -1.052330 -1.271372 0.823 -0.453 -1.997 -0.172
Cl 3.009826 -0.372927 1.125611 -0.047 0.667 0.083 -0.170
H -1.219586 -0.337364 -1.384032 0.376 0.268 -0.160 0.301
H -1.205946 1.254703 -0.166771 0.210 -1.165 -1.533 0.336
H 0.281155 0.225245 1.463401 -0.443 0.498 0.995 0.250
H -2.526540 -1.111015 0.084651 -0.713 -1.550 0.132 0.338



17
Properties=species:S:1:pos:R:3:forces:R:3:mulliken_charge:R:1 method="wB97M-V/def2-TZVPD" de_lowest_kcal_mol=70.3 energy_ev=-9335.939 gap_ev=9.701 total_charge=0 lumo_energy_ev=0.83 fmax_ev_per_a=3.9 homo_ha=-0.326
H 1.242711 1.385715 -2.062283 -1.347 -0.726 -0.722 0.337
N 0.430153 0.713168 -2.167375 1.051 0.329 -1.023 -0.744
C 0.409212 0.170732 -1.047204 1.394 2.941 2.205 0.640
O 1.513218 0.853509 -0.209256 -0.732 -1.672 -0.879 -0.408
C 1.640205 1.119649 1.164674 -0.138 -0.090 0.375 -0.644
N -0.560180 -0.545605 -0.456707 0.197 -0.396 0.254 0.076
C -1.939793 -0.131629 -0.635131 0.170 -0.191 0.004 -0.928
C -0.296814 -1.588542 0.511488 -0.058 0.450 0.134 -1.005
H 2.566847 0.660188 1.530931 -0.134 0.094 0.027 0.238
H 0.825685 0.794147 1.817103 -0.208 -0.227 -0.290 0.265
H 1.705443 2.208433 1.286605 0.086 -0.154 -0.010 0.267
H -2.548451 -1.010973 -0.859197 -0.109 0.131 -0.062 0.290
H -1.981276 0.579367 -1.455681 -0.121 -0.082 0.024 0.357
H -2.306916 0.334472 0.285421 -0.112 -0.003 -0.037 0.279
H -0.924430 -2.447184 0.257634 0.251 -0.113 0.154 0.320
H 0.759726 -1.844072 0.513214 -0.026 -0.174 -0.186 0.319
H -0.535341 -1.251375 1.525762 -0.165 -0.117 0.030 0.340



85
Properties=species:S:1:pos:R:3:forces:R:3:mulliken_charge:R:1 method="wB97M-V/def2-TZVPD" energy_ev=-92262.666 gap_ev=5.882 total_charge=+1 lumo_energy_ev=-4.93 fmax_ev_per_a=5.5 homo_ha=-0.397
C -3.138206 0.860815 -3.108104 0.834 -0.224 -0.620 -1.124
C -1.836101 -0.062130 -3.006256 1.635 -1.355 0.146 0.663
C -1.450661 -0.955418 -4.206987 1.959 -0.048 3.373 -0.675
C -0.195304 -1.911034 -4.119663 -1.645 2.850 2.866 -0.342
C 0.623585 -1.886876 -2.808750 -2.684 1.460 -0.742 -0.668
C 0.216111 -0.974592 -1.589043 -1.930 0.190 -2.784 -0.402
C -1.016777 -0.044358 -1.658135 1.147 -2.268 -3.272 0.601
C -1.558220 0.896249 -0.490693 0.166 -0.078 0.320 0.268
C -0.499029 1.212777 0.658363 1.775 0.527 1.619 -0.211
C 0.686687 2.139398 0.316569 -1.407 -1.891 2.776 -0.291
N 1.697981 2.453168 1.301532 -2.586 -2.119 0.933 0.034
C 1.701334 1.922917 2.662145 -2.245 -1.141 -0.436 0.418
C 2.913837 2.310978 3.661435 -0.393 -0.194 -0.866 -0.346
C 4.295832 2.505073 2.834909 0.111 -1.071 0.069 -0.603
C 5.539247 1.688790 3.465289 0.114 0.163 -1.145 -1.145
I 4.713060 4.667611 2.681077 -0.192 -0.990 -0.043 0.156
C 0.524099 0.987973 3.125986 -0.108 1.115 -3.615 -0.663
C -0.625097 0.617742 2.112896 3.743 1.715 -0.690 0.225
C -1.865155 -0.318429 2.538977 -3.537 1.409 -0.159 0.524
O -3.010170 0.205414 2.452450 4.952 -2.249 0.420 -0.482
O -1.734361 -1.636654 3.026811 1.003 2.723 -1.424 -0.440
H -3.422853 0.946594 -4.226044 0.212 -0.292 1.963 0.398
H -3.996643 0.432507 -2.479816 1.184 0.621 -1.025 0.153
H -2.913127 1.931392 -2.763014 -0.322 -1.554 -0.399 0.304
H -2.120930 -0.918347 -5.141380 1.283 -0.126 1.663 0.269
H 0.014251 -2.554073 -5.046809 -0.015 0.925 1.837 0.353
H 1.530728 -2.593198 -2.745279 -1.600 1.406 0.102 0.305
H 0.850505 -1.010033 -0.645139 -0.902 0.024 -1.430 0.277
H -1.931957 1.913909 -0.897239 0.739 -1.700 0.516 0.253
H -2.482821 0.404747 -0.016417 1.405 0.763 -0.596 -0.165
H 0.781738 2.604804 -0.721657 -0.029 -0.758 1.741 0.428
H 2.453309 3.098055 0.988509 -0.623 -0.600 0.641 0.258
H 3.037589 1.473160 4.447343 -0.353 1.270 -1.391 0.326
H 2.628971 3.278827 4.211867 0.381 -1.467 -0.841 0.167
H 4.204490 2.134228 1.742833 -0.043 0.618 1.891 0.430
H 5.190290 0.650689 3.815392 0.491 1.654 -0.300 0.348
H 6.104410 2.278564 4.261138 -1.019 -0.961 -0.917 0.330
H 6.269847 1.503531 2.586872 -1.063 0.348 1.546 0.335
H 0.504368 0.558715 4.194774 0.189 0.913 -1.948 0.369
H -0.839773 -1.985177 2.807291 -0.636 0.300 0.254 0.372
O 4.240113 6.017269 7.460782 -0.111 0.372 -0.637 -0.659
S 3.386639 6.936956 6.754147 -0.308 0.644 0.567 1.227
O 3.503160 7.143063 5.334120 0.220 -0.365 0.458 -0.579
O 3.430523 8.371357 7.496779 -0.594 -0.988 -0.304 -0.265
C 4.698409 9.004383 7.684841 1.009 0.499 -0.094 -0.331
C 5.230394 9.590784 6.389958 0.020 -0.124 -0.271 -0.977
C 1.698818 6.543697 7.120289 -0.048 0.161 0.136 -0.871
H 5.414118 8.305215 8.127547 -0.182 -0.083 -0.058 0.319
H 4.546034 9.810199 8.405631 -0.318 -0.237 0.004 0.270
H 5.459439 8.806493 5.665928 0.018 0.057 0.070 0.292
H 6.146421 10.158275 6.570886 -0.115 -0.024 0.088 0.384
H 4.488447 10.249043 5.931132 0.078 -0.002 0.110 0.264
H 1.587630 6.417147 8.197478 0.066 0.043 -0.126 0.323
H 1.454386 5.614229 6.605893 0.153 0.067 -0.001 0.293
H 1.061726 7.348370 6.754296 0.100 -0.046 0.020 0.320
O 0.519886 -4.847948 -6.247593 0.409 -0.532 -0.282 -0.577
S 1.094205 -6.171541 -6.200189 -0.325 -0.574 0.178 1.156
O 2.287045 -6.510837 -6.927696 -0.555 0.533 0.175 -0.595
O -0.054978 -7.255383 -6.543663 0.637 0.508 0.773 -0.277
C -0.763853 -7.130067 -7.778306 -0.310 0.051 -1.056 -0.302
C 0.084673 -7.565337 -8.959066 0.281 0.084 -0.076 -0.986
C 1.335385 -6.623383 -4.504767 -0.197 -0.102 0.060 -0.957
H -1.129930 -6.107147 -7.908201 0.128 -0.025 0.157 0.294
H -1.638692 -7.779790 -7.708455 0.150 0.040 0.359 0.275
H 0.935185 -6.896185 -9.102247 -0.084 -0.037 -0.007 0.299
H -0.503979 -7.561518 -9.879681 -0.044 -0.023 0.135 0.383
H 0.485480 -8.568952 -8.796820 -0.117 0.061 -0.019 0.265
H 0.426464 -6.403117 -3.944000 0.073 -0.029 -0.119 0.316
H 2.167179 -6.034051 -4.118487 -0.041 0.012 -0.180 0.357
H 1.577723 -7.684437 -4.453684 -0.021 0.097 -0.066 0.342
O -4.883565 -3.270099 -2.999654 -0.465 0.352 0.419 -0.601
S -5.997578 -3.425155 -2.099956 -0.132 -0.462 0.307 1.210
O -7.103610 -2.505589 -2.096045 0.701 -0.153 -0.188 -0.609
O -5.434565 -3.571986 -0.589552 -0.315 -0.412 -0.683 -0.297
C -4.591068 -2.541696 -0.076980 0.337 0.826 0.298 -0.214
C -5.379998 -1.292745 0.271836 -0.151 0.197 -0.205 -0.953
C -6.641163 -5.066668 -2.265013 0.103 -0.091 0.178 -0.975
H -3.785453 -2.318236 -0.784329 -0.103 -0.114 -0.117 0.314
H -4.125257 -2.934502 0.829611 -0.159 -0.282 -0.157 0.215
H -5.805679 -0.832299 -0.622130 0.021 -0.051 0.049 0.283
H -4.737813 -0.553294 0.757160 -0.016 -0.141 0.066 0.250
H -6.211059 -1.534599 0.938695 0.139 0.022 -0.001 0.346
H -5.815601 -5.778232 -2.235494 -0.068 0.130 0.015 0.314
H -7.155227 -5.127472 -3.224351 0.081 0.161 0.049 0.378
H -7.345501 -5.252513 -1.454681 0.069 0.073 -0.059 0.329



27
Properties=species:S:1:pos:R:3:forces:R:3:mulliken_charge:R:1 method="wB97M-V/def2-TZVPD" energy_ev=-19794.413 s2=2.02 gap_ev="6.021 / 6.802" total_charge=0 multiplicity=3 lumo_energy_ev="0.64 / -1.77" fmax_ev_per_a=6.5 homo_ha="-0.198 / -0.315"
C 0.990076 0.169653 -1.346476 -0.084 1.753 1.610 0.228
C 1.359844 -1.308131 0.564349 -5.395 -1.958 -2.588 -0.751
C 2.282582 0.774593 -0.924009 -0.351 -0.398 -0.788 -0.509
C 2.566333 -0.788363 0.784590 3.980 5.104 0.147 -0.490
C 0.603842 -1.016905 -0.573122 3.337 -0.500 2.204 0.299
C -0.076450 1.293377 -1.062597 -1.232 0.186 -2.992 0.159
C -0.318135 1.763560 0.348868 1.110 -1.749 2.451 -0.911
C -1.891543 0.294533 -0.341057 0.158 2.406 0.991 0.397
C -1.854460 0.658695 2.192617 -1.454 1.675 0.100 -0.935
C -0.275549 -1.946256 -1.082996 -2.959 0.107 -2.252 -0.392
N 2.975222 0.397268 0.079052 1.219 -2.824 2.279 -0.559
N -1.394143 0.673263 -1.459401 -0.088 -0.265 0.876 -0.725
N -1.361954 0.771933 0.853788 1.461 0.062 -2.799 0.182
O -0.705187 -3.105257 -0.494971 1.241 1.101 0.247 -0.453
F -3.035919 -0.331313 -0.200743 -0.309 -0.714 -0.339 -0.290
H 1.084573 0.116383 -2.399313 -0.674 -0.677 -1.328 0.470
H 0.946632 -2.144243 1.079339 0.323 -0.613 0.757 0.482
H 2.674057 1.524504 -1.630182 -0.020 0.031 0.669 0.371
H 3.132894 -1.111282 1.648731 0.425 0.318 -0.261 0.365
H 0.202745 2.087195 -1.845323 -0.686 -0.655 1.549 0.501
H 0.644434 1.588791 0.971021 -1.557 0.896 -0.781 0.377
H -0.780215 2.755730 0.426450 0.587 -0.004 -0.062 0.448
H -1.531158 -0.203152 2.760493 -0.024 -0.563 -0.219 0.283
H -1.445278 1.532681 2.760492 -0.578 -0.535 -0.452 0.335
H -2.998621 0.745572 2.131979 1.603 -0.285 0.579 0.310
H -0.893435 -1.605766 -1.956176 0.693 -0.678 0.736 0.415
H -0.901177 -3.587071 -1.285401 -0.726 -1.222 -0.333 0.394



12
Properties=species:S:1:pos:R:3:forces:R:3:mulliken_charge:R:1 method="wB97M-V/def2-TZVPD" de_lowest_kcal_mol=27.1 smiles="C=C(C)S.Cl" energy_ev=-26580.919 gap_ev=9.353 total_charge=0 lumo_energy_ev=0.74 fmax_ev_per_a=4.0 homo_ha=-0.317
C 0.838323 0.837482 0.608029 0.146 0.039 -0.956 -0.845
C 0.236967 -0.164678 -0.008266 0.517 -0.913 2.937 0.784
C 0.105617 -0.620982 -1.404811 -2.825 2.169 1.858 -1.328
S -0.359903 -1.361460 1.213609 -0.322 -0.874 -0.364 -0.288
H 1.018415 0.932397 1.666329 -0.457 -0.034 0.066 0.213
H 1.245918 1.581711 0.001361 0.884 1.317 -0.840 0.262
H -0.897790 -0.330408 -1.717471 -0.087 -0.276 -0.426 0.272
H 0.211410 -1.627350 -1.396568 0.117 -3.189 -0.244 0.396
H 0.791990 -0.217150 -2.022504 2.267 1.610 -2.055 0.435
H 0.582887 -1.122252 2.128661 -0.092 0.000 0.025 0.103
Cl -2.758275 1.146090 1.145905 -0.421 -0.466 0.111 -0.252
H -3.162565 -0.060250 1.418036 0.271 0.617 -0.113 0.249